{"formula": "C47H91BrF3N7O4", "method": "ωB97M-V/def2-TZVPD", "s_squared": 3.7624, "charge": 1, "e_homo_ev": [-9.25, -10.41], "molar_mass_g_mol": 955.19, "multiplicity": 4, "symbols": ["C", "C", "C", "C", "C", "C", "C", "C", "C", "C", "C", "N", "C", "N", "N", "C", "C", "C", "C", "Br", "N", "C", "C", "O", "C", "C", "F", "F", "F", "H", "H", "H", "H", "H", "H", "H", "H", "H", "H", "H", "H", "H", "H", "H", "H", "H", "H", "H", "H", "H", "H", "H", "H", "H", "H", "H", "H", "H", "H", "H", "H", "H", "H", "H", "H", "H", "C", "C", "C", "C", "C", "C", "N", "O", "C", "C", "C", "H", "H", "H", "H", "H", "H", "H", "H", "H", "H", "H", "H", "H", "H", "H", "H", "H", "H", "C", "C", "C", "C", "C", "C", "N", "O", "C", "C", "C", "H", "H", "H", "H", "H", "H", "H", "H", "H", "H", "H", "H", "H", "H", "H", "H", "H", "H", "C", "C", "C", "C", "C", "C", "N", "O", "C", "C", "C", "H", "H", "H", "H", "H", "H", "H", "H", "H", "H", "H", "H", "H", "H", "H", "H", "H", "H"], "xyz": [[1.67926, -4.76805, -3.58252], [1.60129, -3.90584, -2.32309], [2.97267, -3.47378, -1.78280], [3.46355, -2.10654, -2.31705], [3.79821, -1.08856, -1.22133], [4.76184, 0.02092, -1.65327], [4.14109, 1.22752, -2.36736], [3.01199, 1.94000, -1.61198], [1.57862, 1.49941, -1.92055], [1.20962, 1.52424, -3.41628], [0.75600, 0.14428, -3.91063], [-0.19582, 0.15185, -5.01904], [-0.06470, -0.35576, -6.24994], [1.02455, -0.96973, -6.71392], [-1.16780, -0.15481, -6.97347], [-2.01479, 0.46357, -6.16917], [-3.40834, 0.82843, -6.53051], [-4.43580, -0.22541, -6.04576], [-3.92213, -1.65408, -6.12359], [-5.34678, -2.89292, -5.70622], [-1.47817, 0.65438, -4.96192], [-2.08979, 1.20658, -3.76489], [-2.48871, 0.14115, -2.74821], [-3.51484, 0.71409, -1.98679], [-3.85037, -0.01663, -0.82940], [-5.31776, 0.21397, -0.47154], [-5.94735, 0.98988, -1.33514], [-5.43329, 0.77172, 0.72906], [-5.97444, -0.94724, -0.42950], [0.71662, -5.23634, -3.79914], [2.41311, -5.56573, -3.46798], [1.94677, -4.17525, -4.46222], [0.99618, -3.01881, -2.54254], [1.06769, -4.46482, -1.55194], [2.90703, -3.40388, -0.69648], [3.71085, -4.22888, -2.05305], [4.32992, -2.22858, -2.97173], [2.66034, -1.71004, -2.95030], [4.26522, -1.63764, -0.39776], [2.87437, -0.67577, -0.81115], [5.48509, -0.42858, -2.34168], [5.34032, 0.35809, -0.79159], [4.94880, 1.94999, -2.51026], [3.83334, 0.93076, -3.37591], [3.05744, 3.00634, -1.85517], [3.18629, 1.87297, -0.53605], [1.34723, 0.52806, -1.47545], [0.91294, 2.20697, -1.41707], [0.44094, 2.26988, -3.60004], [2.06619, 1.82295, -4.02157], [0.34957, -0.46848, -3.10452], [1.62896, -0.38185, -4.29768], [1.74804, -1.35154, -6.13130], [1.07203, -1.14818, -7.70321], [-3.66050, 1.78396, -6.07027], [-3.42364, 0.93679, -7.61364], [-4.72188, 0.00798, -5.01714], [-5.33181, -0.15320, -6.66154], [-3.13770, -1.86451, -5.39904], [-3.57703, -1.90247, -7.12419], [-2.98726, 1.73684, -4.08367], [-1.42668, 1.94074, -3.31830], [-1.63159, -0.15010, -2.12924], [-2.84130, -0.75713, -3.27629], [-3.23816, 0.29958, 0.01779], [-3.71760, -1.08835, -0.99273], [-0.84421, 5.88095, 2.65689], [-0.53197, 4.53181, 1.98905], [-1.77991, 3.65009, 1.95794], [-2.18000, 3.13720, 3.33972], [-1.01465, 2.41100, 4.01161], [0.28690, 3.21882, 4.05182], [0.56557, 3.78924, 2.68981], [1.13160, 2.92969, 1.91750], [0.22128, 4.31699, 5.12375], [1.44598, 2.30271, 4.42364], [-0.06184, 4.85137, 0.57751], [-1.42577, 6.49145, 1.96652], [-1.43211, 5.79756, 3.56463], [0.07495, 6.41894, 2.88962], [-1.58984, 2.79461, 1.29902], [-2.59671, 4.22160, 1.51059], [-2.53121, 3.96016, 3.96624], [-3.02443, 2.45221, 3.24291], [-1.27720, 2.13914, 5.03579], [-0.82678, 1.47509, 3.47533], [1.07914, 4.98481, 5.04044], [0.25077, 3.85344, 6.10927], [-0.68346, 4.91521, 5.08871], [1.50673, 1.43504, 3.77209], [1.29764, 1.95465, 5.44586], [2.39654, 2.83434, 4.37420], [0.84367, 5.45845, 0.59271], [-0.84653, 5.41818, 0.07556], [0.13433, 3.95056, -0.00032], [-6.72983, -3.62382, 2.62953], [-7.75488, -4.10664, 1.59066], [-8.96690, -3.17512, 1.55907], [-9.84637, -3.29870, 2.80223], [-10.27656, -4.74897, 3.02470], [-9.11361, -5.74610, 3.04693], [-8.21964, -5.50194, 1.86876], [-8.62136, -6.10319, 0.80849], [-8.34091, -5.64983, 4.37113], [-9.64953, -7.16779, 2.94357], [-7.05277, -4.10332, 0.24086], [-6.22042, -2.74272, 2.23697], [-7.16812, -3.32993, 3.57790], [-5.98038, -4.39313, 2.81955], [-9.56811, -3.41251, 0.67592], [-8.61335, -2.14836, 1.43538], [-9.32635, -2.91374, 3.68341], [-10.73392, -2.67584, 2.67976], [-10.82120, -4.84160, 3.96668], [-10.97037, -5.03687, 2.22918], [-7.42450, -6.23921, 4.32337], [-8.95884, -6.05342, 5.17274], [-8.08259, -4.63504, 4.65813], [-10.29521, -7.29795, 2.07946], [-10.22822, -7.38627, 3.84138], [-8.83517, -7.88901, 2.87226], [-6.22147, -4.81053, 0.23071], [-6.65885, -3.10805, 0.04448], [-7.72631, -4.36257, -0.57200], [9.53200, 4.13418, 1.88843], [8.39415, 3.13619, 1.62422], [7.70000, 2.74703, 2.92980], [8.56275, 1.86019, 3.82466], [9.03450, 0.61859, 3.06950], [9.72186, 0.92549, 1.73547], [8.88646, 1.89117, 0.94818], [7.96919, 1.30907, 0.26568], [11.14143, 1.46501, 1.96597], [9.85733, -0.35299, 0.91880], [7.40813, 3.82360, 0.68852], [9.10119, 5.11061, 2.10906], [10.15753, 3.87421, 2.73611], [10.16799, 4.23772, 1.00891], [6.77360, 2.21478, 2.69025], [7.41339, 3.66121, 3.45459], [9.41693, 2.41974, 4.21394], [7.98232, 1.55164, 4.69573], [9.72970, 0.04295, 3.68420], [8.17166, -0.02748, 2.87901], [11.56827, 1.83214, 1.03209], [11.77398, 0.65581, 2.32988], [11.19645, 2.25905, 2.70373], [8.90362, -0.85879, 0.79234], [10.53718, -1.02702, 1.44031], [10.26740, -0.14458, -0.06961], [7.87586, 4.05302, -0.26970], [7.08573, 4.75810, 1.14813], [6.52867, 3.21179, 0.50300]], "forces_ev_per_a": [[-0.2, 0.1, -0.1], [0.1, -0.3, -0.1], [-0.2, 0.5, -0.2], [-0.3, 0.0, -0.2], [0.3, -0.3, 0.1], [-0.1, -0.1, -0.2], [0.2, -0.1, 0.3], [0.0, 0.2, -0.3], [-0.2, 0.3, 0.2], [0.1, -0.2, -0.1], [0.1, 0.1, 0.0], [0.1, -0.1, 0.2], [0.0, 0.0, 0.0], [0.3, 0.0, -0.2], [-0.1, 0.0, -0.4], [0.0, 0.0, 0.1], [0.0, -0.1, 0.1], [0.1, 0.0, 0.0], [-0.1, 0.0, -0.1], [-0.1, -0.1, 0.1], [0.0, 0.2, 0.1], [0.0, 0.0, 0.2], [0.0, -0.2, -0.2], [0.0, 0.2, 0.0], [0.3, -0.1, -0.1], [0.1, -0.1, -0.1], [-0.2, 0.4, -0.5], [0.0, 0.3, 0.6], [-0.2, -0.5, 0.0], [0.0, 0.0, 0.0], [0.0, 0.0, 0.0], [0.2, 0.0, 0.0], [-0.1, 0.0, 0.1], [0.0, 0.0, 0.0], [0.1, -0.1, 0.0], [0.0, -0.1, 0.3], [0.0, 0.0, 0.1], [0.1, 0.1, -0.1], [0.0, 0.0, 0.0], [0.0, 0.0, 0.1], [0.1, 0.1, 0.1], [-0.1, 0.1, 0.0], [0.0, 0.0, -0.1], [-0.1, 0.0, 0.0], [0.0, 0.0, 0.1], [0.0, 0.0, 0.0], [0.1, -0.1, -0.1], [0.0, -0.1, 0.1], [0.0, 0.0, -0.1], [0.0, 0.1, 0.0], [0.0, 0.0, 0.0], [-0.1, -0.1, 0.1], [0.0, 0.1, 0.0], [-0.1, -0.1, 0.0], [0.0, 0.1, -0.2], [-0.1, 0.0, 0.0], [-0.1, -0.1, 0.0], [0.0, 0.1, 0.1], [0.1, 0.0, -0.1], [0.1, 0.0, 0.0], [0.0, -0.1, 0.0], [0.0, 0.0, 0.0], [0.0, 0.0, 0.1], [0.0, 0.0, 0.1], [0.0, 0.0, 0.0], [0.0, 0.0, 0.0], [0.1, -0.1, 0.1], [0.0, 0.7, 0.1], [-0.1, -0.2, 0.0], [0.1, 0.0, 0.0], [-0.2, -0.1, -0.2], [0.2, 0.3, 0.5], [-0.6, -1.0, -0.3], [0.3, 0.3, 0.0], [0.0, 0.1, -0.1], [0.1, -0.1, 0.0], [0.0, -0.1, -0.2], [0.0, 0.0, -0.1], [0.0, 0.0, 0.0], [0.0, 0.0, 0.0], [0.1, 0.0, 0.0], [0.0, 0.0, 0.0], [0.0, 0.0, 0.0], [0.0, 0.0, 0.0], [0.0, 0.0, 0.0], [0.1, 0.0, 0.0], [0.0, 0.0, 0.0], [0.0, -0.1, 0.0], [0.0, 0.0, 0.0], [0.0, 0.0, 0.0], [0.0, 0.0, 0.0], [0.0, 0.0, 0.0], [0.0, 0.0, 0.0], [0.0, 0.0, 0.0], [0.0, 0.0, 0.1], [0.0, -0.1, 0.0], [0.6, 0.2, 0.2], [-0.3, 0.0, 0.0], [0.1, -0.1, 0.0], [-0.1, 0.2, -0.1], [0.2, -0.2, 0.5], [-0.8, 0.3, -0.4], [0.3, -0.2, 0.1], [0.1, 0.1, -0.1], [-0.1, -0.1, 0.0], [0.0, -0.1, -0.3], [0.0, 0.0, -0.1], [0.0, 0.0, 0.0], [0.0, 0.0, 0.0], [0.0, -0.1, 0.0], [0.0, 0.0, 0.0], [0.0, 0.0, 0.0], [0.0, 0.0, 0.0], [0.0, 0.0, 0.0], [0.1, 0.0, 0.0], [0.0, 0.0, 0.0], [0.0, 0.0, 0.0], [0.0, 0.0, 0.0], [0.0, 0.0, 0.0], [0.0, 0.0, 0.0], [0.0, 0.0, 0.0], [0.0, 0.0, 0.0], [0.0, 0.0, 0.1], [0.0, -0.1, 0.1], [0.0, -0.1, 0.0], [0.3, 0.5, -0.1], [-0.1, -0.2, 0.2], [0.1, 0.0, -0.1], [-0.2, 0.0, 0.1], [0.6, 0.0, -0.1], [-0.7, -0.4, 0.6], [0.1, 0.1, -0.3], [-0.1, 0.1, 0.0], [0.0, -0.1, 0.0], [-0.2, 0.0, -0.1], [-0.1, 0.0, 0.0], [0.0, 0.0, 0.0], [0.0, 0.0, 0.0], [0.0, 0.0, -0.1], [0.0, 0.0, 0.0], [0.0, 0.0, 0.0], [0.0, 0.0, 0.0], [0.0, 0.0, 0.0], [0.0, 0.0, -0.1], [0.0, 0.0, 0.0], [0.0, -0.1, 0.0], [0.0, 0.0, 0.0], [0.0, 0.0, 0.0], [0.0, 0.0, 0.0], [0.0, 0.0, 0.0], [0.0, 0.0, 0.0], [0.0, 0.0, 0.0], [0.0, 0.0, 0.0]]}